Entry 1:
# C35H101N3O14

A cluster of 14 separate species, C35H101N3O14 in total at a distorted geometry (the ωB97M-V functional and the def2-TZVPD basis, the OMol25 dataset).

Its relative energy (zero: lowest compared OMol25 entry of this formula, charge and spin) is 0.0 kcal/mol. As for the molar mass: 788.2 g/mol. Its maximum force is 0.0313 hartree/bohr. The value obtained for the gap between HOMO and LUMO is 9.07 eV. The charge is 0.

Last column: Mulliken charge in e.
Atoms and positions in Å:
C: -4.956 -2.122 -1.721  -1.457
C: -3.592 -2.794 -1.801  0.853
C: -3.159 -3.043 -3.231  -0.791
O: -2.595 -1.929 -1.214  -0.066
H: -5.700 -2.601 -2.351  0.442
H: -4.812 -1.088 -2.048  0.302
H: -5.297 -2.082 -0.683  0.271
H: -3.553 -3.762 -1.284  0.193
H: -3.957 -3.500 -3.823  0.523
H: -2.279 -3.686 -3.294  -0.037
H: -2.923 -2.115 -3.763  -0.082
H: -2.954 -1.532 -0.400  -0.351
C: 3.449 -4.051 2.652  -1.216
C: 4.486 -3.114 2.077  0.781
C: 4.190 -1.658 2.334  -0.712
O: 5.767 -3.460 2.668  -0.607
H: 3.273 -3.929 3.721  0.293
H: 3.686 -5.084 2.407  0.414
H: 2.479 -3.823 2.187  0.202
H: 4.572 -3.293 0.996  0.045
H: 3.888 -1.487 3.370  0.256
H: 3.413 -1.247 1.683  -0.156
H: 5.067 -1.016 2.210  0.421
H: 6.443 -2.927 2.236  0.333
C: -1.386 1.444 -1.246  -0.113
C: -0.149 0.601 -1.457  1.216
C: 0.395 0.120 -0.120  0.334
O: -0.463 -0.524 -2.307  0.542
H: -1.172 2.317 -0.622  -0.298
H: -2.192 0.913 -0.721  0.077
H: -1.877 1.753 -2.171  -0.119
H: 0.622 1.195 -1.949  -0.219
H: 1.261 -0.527 -0.251  -0.682
H: -0.384 -0.464 0.388  -0.530
H: 0.654 0.938 0.557  0.217
H: -1.187 -1.020 -1.872  -0.385
C: -2.531 -2.752 2.264  -1.186
C: -3.490 -1.594 2.299  0.724
C: -3.676 -0.962 3.665  -1.601
O: -3.008 -0.619 1.329  -0.329
H: -2.682 -3.410 3.123  0.496
H: -1.487 -2.419 2.280  0.107
H: -2.610 -3.376 1.370  0.155
H: -4.477 -1.936 1.954  0.244
H: -4.459 -0.201 3.599  0.448
H: -2.775 -0.502 4.071  0.206
H: -3.991 -1.718 4.387  0.478
H: -3.585 0.152 1.412  0.135
C: 3.734 3.352 1.002  -1.119
C: 3.201 4.519 0.151  0.361
C: 2.046 4.056 -0.728  -0.422
O: 2.677 5.566 1.029  -0.612
H: 4.682 3.640 1.472  0.434
H: 3.917 2.486 0.375  0.179
H: 3.038 3.160 1.821  0.244
H: 4.018 4.933 -0.448  0.327
H: 1.149 3.860 -0.137  -0.230
H: 2.311 3.085 -1.148  0.108
H: 1.869 4.701 -1.586  0.387
H: 3.383 5.766 1.658  0.294
C: 0.350 -1.795 -5.520  -1.152
C: 1.707 -1.499 -4.929  0.984
C: 2.705 -1.123 -6.012  -1.621
O: 1.596 -0.332 -4.087  -0.029
H: 0.358 -2.717 -6.103  0.403
H: -0.014 -0.945 -6.098  0.331
H: -0.381 -1.935 -4.716  0.025
H: 2.100 -2.339 -4.345  0.081
H: 2.869 -1.985 -6.664  0.434
H: 3.687 -0.918 -5.573  0.369
H: 2.399 -0.219 -6.534  0.302
H: 0.795 -0.457 -3.532  0.095
C: -1.314 5.590 1.020  -0.926
C: -0.772 5.971 2.401  0.252
C: -1.806 5.921 3.518  -0.584
O: -2.967 6.682 3.327  -0.369
C: -2.770 7.976 2.876  -0.623
N: 0.345 5.046 2.750  -0.438
H: -0.595 5.962 0.275  0.414
H: -2.277 6.040 0.787  0.459
H: -1.327 4.518 0.813  -0.247
H: -0.374 6.993 2.341  0.405
H: -1.294 6.242 4.444  0.402
H: -2.126 4.894 3.699  0.116
H: -2.274 7.998 1.894  0.222
H: -2.130 8.593 3.520  0.294
H: -3.740 8.437 2.719  0.280
H: 0.862 5.472 3.523  0.261
H: 1.056 5.098 2.002  -0.022
C: 1.045 -2.119 5.576  -1.535
C: 0.549 -0.790 5.032  1.620
C: 0.453 0.288 6.089  -0.629
O: -0.290 -0.208 7.156  -0.340
C: -0.410 0.751 8.198  -0.760
N: 1.440 -0.350 3.925  -0.360
H: 1.936 -1.986 6.189  0.343
H: 1.212 -2.828 4.764  0.337
H: 0.283 -2.567 6.220  0.402
H: -0.457 -0.945 4.600  -0.636
H: -0.003 1.180 5.634  0.167
H: 1.465 0.546 6.433  0.427
H: -1.053 1.587 7.883  0.274
H: 0.570 1.164 8.463  0.313
H: -0.890 0.263 9.043  0.259
H: 1.026 0.487 3.497  0.139
H: 1.499 -1.118 3.269  0.090
C: -0.311 -8.174 -3.090  -1.386
C: 0.624 -7.303 -2.285  0.679
C: 0.121 -5.862 -2.301  -0.944
O: 1.089 -4.997 -1.764  -0.319
C: 0.598 -3.705 -1.538  -0.063
N: 0.711 -7.769 -0.907  -0.766
H: -1.319 -8.103 -2.684  0.352
H: 0.047 -9.200 -3.059  0.372
H: -0.357 -7.814 -4.120  0.359
H: 1.616 -7.140 -2.748  0.279
H: -0.815 -5.796 -1.710  0.297
H: -0.162 -5.576 -3.328  0.288
H: 1.239 -3.221 -0.808  0.142
H: -0.409 -3.681 -1.092  0.122
H: 0.546 -3.154 -2.484  0.011
H: 1.376 -8.534 -0.844  0.262
H: 1.089 -7.043 -0.306  0.243
C: -2.758 1.410 -5.205  -0.225
O: -3.257 1.035 -6.484  -0.556
H: -2.852 0.584 -4.509  -0.033
H: -1.734 1.791 -5.299  0.214
H: -3.310 2.261 -4.775  0.272
H: -3.234 1.816 -7.044  0.318
C: -1.042 1.825 2.705  -0.434
O: 0.356 2.165 2.806  -0.389
H: -1.178 0.790 2.402  0.021
H: -1.518 1.993 3.684  0.456
H: -1.548 2.492 1.996  0.119
H: 0.357 3.155 2.779  0.197
C: 4.244 -0.821 -1.898  0.028
O: 5.097 -1.944 -1.822  -0.620
H: 3.262 -0.969 -1.446  -0.082
H: 4.718 0.025 -1.400  0.309
H: 4.133 -0.502 -2.940  0.084
H: 4.614 -2.754 -1.995  0.326
C: -3.903 3.854 -1.986  0.118
O: -5.059 3.120 -1.608  -0.518
H: -3.149 3.843 -1.197  -0.186
H: -3.427 3.416 -2.865  -0.056
H: -4.107 4.919 -2.142  0.345
H: -5.504 2.853 -2.417  0.309
C: 2.724 2.732 -5.342  -0.672
O: 2.514 2.362 -3.983  -0.342
H: 2.967 3.789 -5.373  0.256
H: 3.544 2.151 -5.783  0.267
H: 1.830 2.518 -5.941  0.232
H: 2.177 1.448 -3.991  0.364

Force components x, y, z for each atom (eV/Å):
0.48 0.24 0.31
0.46 0.14 -0.34
-0.01 0.11 -0.64
-0.39 -0.26 0.14
-0.06 -0.10 0.07
-0.17 -0.04 -0.13
-0.15 -0.08 -0.08
-0.29 0.15 0.15
0.02 -0.19 0.23
-0.01 0.02 0.10
0.02 0.08 0.28
0.23 0.02 0.04
-0.66 0.18 -0.41
0.98 -0.15 0.05
-0.08 0.68 0.40
-0.53 -0.07 -0.07
0.44 0.00 0.07
0.07 -0.08 0.17
0.14 -0.06 -0.07
-0.14 0.03 0.08
-0.14 -0.13 -0.04
-0.07 -0.16 0.00
0.09 -0.21 -0.30
-0.07 -0.01 0.01
-0.83 0.27 0.17
-0.27 -0.34 0.37
-0.25 -0.30 0.24
0.19 0.53 0.35
0.12 0.08 -0.20
0.37 -0.30 0.11
0.45 0.17 -0.16
-0.04 -0.09 -0.33
0.09 0.04 -0.07
0.08 0.00 -0.05
0.08 0.07 -0.15
0.05 -0.07 -0.26
0.64 -0.52 0.04
-0.08 0.19 -0.42
-0.07 0.02 0.05
-0.42 -0.23 0.34
-0.04 0.06 -0.01
-0.14 0.20 0.20
-0.25 0.19 -0.05
0.08 -0.02 0.07
0.05 0.00 0.15
0.14 0.00 -0.21
-0.12 0.03 -0.07
0.13 0.01 -0.16
0.23 1.06 0.11
-0.57 -0.34 0.57
0.53 -0.46 -0.15
0.65 -0.35 -0.44
-0.03 -0.08 -0.08
-0.08 -0.23 0.11
-0.15 -0.39 -0.22
-0.15 0.03 -0.07
-0.07 0.34 0.05
0.10 0.00 -0.18
-0.27 0.21 0.21
-0.11 0.11 -0.06
-0.49 -0.37 0.57
0.23 1.23 -0.31
0.70 -0.57 0.54
-0.35 -0.46 0.15
0.01 0.13 -0.20
0.16 -0.08 -0.24
0.07 -0.08 -0.02
-0.13 -0.04 0.02
-0.22 0.28 -0.30
-0.12 0.08 0.11
-0.21 -0.15 -0.26
0.32 0.02 -0.07
0.80 0.32 -0.55
0.19 -0.54 -0.36
0.58 -0.16 0.61
-0.42 -0.60 0.00
0.53 0.77 -0.94
0.25 0.59 -0.15
-0.18 0.09 0.06
-0.10 -0.11 0.16
-0.31 -0.09 0.51
-0.13 -0.05 -0.05
-0.08 0.06 -0.07
-0.05 -0.03 -0.18
-0.09 -0.04 0.05
-0.22 -0.08 0.33
-0.10 0.07 0.33
-0.28 -0.30 0.11
-0.47 0.02 0.15
-0.54 -0.02 0.39
0.16 -0.29 -1.18
0.56 -0.10 -0.60
-0.50 0.27 0.84
-0.29 -0.03 -0.54
-0.49 0.34 1.00
0.19 -0.06 -0.22
0.24 0.07 -0.02
0.05 0.08 0.01
-0.08 -0.05 0.41
-0.01 0.10 0.18
0.03 0.09 -0.13
0.11 -0.06 -0.01
-0.03 -0.14 0.16
0.17 -0.04 0.09
0.52 -0.48 -0.12
-0.01 0.22 -0.26
0.30 0.22 -0.19
0.35 1.57 0.02
-1.04 -0.23 0.14
0.05 -0.49 0.30
-0.41 0.36 0.01
0.23 -0.18 0.18
0.00 -0.20 0.17
-0.23 -0.14 -0.14
0.11 -0.22 -0.07
-0.10 -0.81 -0.11
0.22 -0.01 0.00
0.27 0.03 0.02
0.32 0.20 -0.21
0.04 -0.28 -0.13
0.09 0.23 0.16
-0.17 -0.05 0.00
-0.03 0.10 -0.15
-0.01 1.03 -0.22
-0.11 -0.10 0.30
0.25 -0.21 -0.15
0.15 -0.51 0.26
-0.23 -0.22 -0.12
-0.01 -0.05 -0.05
0.41 0.75 0.53
-0.98 0.27 -0.47
0.18 -0.01 -0.04
-0.06 -0.22 -0.14
0.03 -0.23 -0.09
0.20 -0.33 0.24
0.03 0.53 -0.56
0.33 -0.17 0.43
-0.02 -0.15 -0.05
0.14 -0.21 0.23
-0.33 -0.10 0.06
-0.17 0.08 -0.08
0.35 0.31 0.06
0.26 0.04 0.08
-0.27 -0.36 0.20
-0.04 0.17 -0.08
-0.23 -0.14 -0.27
-0.08 0.02 0.06
-0.12 -0.68 0.28
-0.06 0.06 -0.19
-0.03 0.08 -0.05
0.06 0.18 0.02
0.02 0.26 -0.02
0.15 0.02 -0.01

---

Entry 2:
# C5H7NO

A structure of composition C5H7NO at a distorted geometry (the ωB97M-V functional and the def2-TZVPD basis, the OMol25 dataset).

Its relative energy (zero: lowest compared OMol25 entry of this formula, charge and spin) is 104.6 kcal/mol. As for the molar mass: 97.1 g/mol. Its maximum force is 0.0313 hartree/bohr. The value obtained for the gap between HOMO and LUMO is 9.72 eV. The charge is 0.

Last column: natural (NBO) charge in e.
Atoms and positions in Å:
C: 2.455 0.010 0.746  -0.441
N: 1.257 0.816 0.579  -0.454
C: 0.293 0.325 -0.045  0.554
O: 0.127 -0.916 -0.654  -0.512
C: -1.117 -0.470 -1.235  -0.025
C: -2.054 -0.086 0.154  -0.378
C: -1.070 0.813 -0.442  -0.322
H: 3.295 0.530 0.274  0.206
H: 2.681 -0.072 1.814  0.204
H: 2.377 -0.997 0.318  0.192
H: -2.000 -1.126 -1.142  0.274
H: -1.832 -0.713 1.007  0.231
H: -3.103 0.141 -0.044  0.225
H: -1.314 1.815 -0.765  0.246

Force components x, y, z for each atom (eV/Å):
0.17 -0.12 0.02
-0.37 -0.17 -0.32
0.34 0.34 0.18
-0.03 -0.14 0.17
-0.73 -0.29 0.65
0.04 0.47 0.68
-0.04 0.41 0.16
-0.12 -0.08 0.08
-0.04 0.01 -0.16
0.01 0.14 0.07
0.23 -0.51 -1.51
0.12 0.16 0.04
0.31 -0.17 -0.01
0.10 -0.05 -0.05